Below is a molecular structure, C18H21F3N3 at a distorted geometry, with properties calculated with ωB97M-V/def2-TZVPD.

The HOMO energy is -0.455 Ha. The energy relative to the best compared isomer or geometry (same formula, charge and spin) comes out at 59.26 kcal per mole. Its orbital gap is 8.33 eV. Its charge is +1.

The geometry in XYZ format:
```
45
Properties=species:S:1:pos:R:3:forces:R:3
F 0.877 5.123 0.666 0.4 -1.7 -0.1
C 1.102 3.814 0.282 -0.5 1.1 0.1
C 2.342 3.486 -0.239 -0.4 -0.1 0.1
C 2.432 2.228 -0.808 0.5 -0.5 0.0
F 3.667 1.804 -1.252 -1.4 0.5 0.2
C 1.365 1.333 -0.884 -0.9 -0.2 0.4
C 0.138 1.605 -0.173 2.4 2.2 0.2
C -0.976 0.684 0.149 0.7 -2.2 1.5
C -2.385 1.156 -0.224 -0.9 -0.5 -0.9
C -3.502 0.346 0.123 0.5 0.2 0.6
C -4.815 0.825 0.096 -0.1 0.7 -0.4
C -5.076 2.165 -0.283 0.9 -0.5 -0.1
C -3.994 2.956 -0.715 -0.4 0.2 0.2
F -4.242 4.300 -0.972 0.6 -2.1 0.0
C -2.696 2.438 -0.822 0.6 -0.1 0.8
C 0.056 2.905 0.404 -0.6 -0.6 0.0
H 3.176 4.167 -0.181 0.0 0.1 -0.2
H 1.512 0.421 -1.471 0.0 0.4 0.5
H -0.951 0.085 1.202 -0.5 2.3 -2.6
H -3.314 -0.656 0.522 -0.1 0.3 -0.2
H -5.661 0.187 0.402 0.7 0.4 -0.2
H -6.085 2.581 -0.263 0.4 -0.1 0.1
H -1.914 3.095 -1.227 -0.4 -0.4 0.3
H -0.863 3.171 0.956 0.7 0.1 -0.4
C 2.966 -2.215 1.172 0.9 -0.3 0.4
N 1.670 -1.560 1.106 -0.6 0.0 -1.2
C 1.482 -0.407 1.932 -0.2 0.4 0.5
C 0.888 -1.784 0.020 -0.5 -0.7 -0.1
N -0.037 -0.904 -0.471 -0.5 -1.1 -0.5
N 1.120 -3.033 -0.567 -1.0 0.9 -0.2
C 1.470 -4.250 0.192 0.1 -0.2 -0.1
C 0.537 -3.371 -1.866 -0.2 0.5 -0.4
H 3.286 -2.533 0.172 -0.1 0.2 0.3
H 3.737 -1.535 1.569 -0.5 -0.1 -0.1
H 2.925 -3.108 1.814 0.3 0.5 -0.1
H 0.441 -0.140 1.992 -0.1 -0.1 0.2
H 1.805 -0.624 2.932 0.1 -0.2 0.5
H 2.027 0.463 1.601 0.3 0.3 -0.3
H -0.386 -1.196 -1.391 -0.1 0.0 0.8
H 1.368 -4.103 1.271 -0.1 -0.1 -0.4
H 0.790 -5.078 -0.104 0.4 0.6 0.1
H 2.518 -4.515 -0.052 -0.6 -0.2 0.3
H 0.493 -2.443 -2.476 0.2 -0.8 0.1
H 1.217 -4.109 -2.361 -0.8 0.6 0.3
H -0.510 -3.774 -1.773 1.0 0.2 -0.1
```
Positions in Å, forces in eV/Å.